Record 1
A cluster of 3 separate species, C4H10N2O2 in total. Source: the Open Molecules 2025 dataset; level of theory: the ωB97M-V functional and the def2-TZVPD basis.

The energy above the lowest of the compared OMol25 structures with the same formula, charge and spin comes out at 417.70 kJ/mol. The calculation puts the HOMO energy at -0.329 Eh.

Each line ends with the Mulliken charge.
Element x y z (Å)
C: -2.235 0.087 0.267  0.392
C: 0.409 1.577 -0.068  -0.888
C: 1.686 -0.191 -0.871  -0.992
C: -0.604 -0.537 0.076  0.642
N: -0.798 -1.827 -0.213  -0.372
N: 0.402 0.143 -0.298  0.069
O: -2.550 0.253 1.428  -0.609
O: -2.615 0.200 -0.889  -0.586
H: 0.984 2.097 -0.856  0.343
H: -0.678 2.055 0.096  0.234
H: 1.004 1.734 0.943  0.328
H: 1.730 0.125 -1.868  0.303
H: 2.394 0.355 -0.259  0.368
H: 1.638 -1.290 -0.795  0.348
H: 0.200 -0.255 2.047  -0.062
H: -1.758 -2.226 -0.104  0.269
H: -0.192 -2.337 -0.759  0.098
H: 0.982 0.038 2.123  0.113

---

Record 2
A cluster of 2 separate species, C2H8NS in total. Source: the Open Molecules 2025 dataset; level of theory: the ωB97M-V functional and the def2-TZVPD basis.

The energy above the lowest of the compared OMol25 structures with the same formula, charge and spin comes out at 53.95 kJ/mol. As for the charge: -1. The calculation puts the HOMO energy at -0.089 Eh.

Each line ends with the Mulliken charge.
Element x y z (Å)
N: 1.861 -2.728 -0.147  -0.705
H: 2.721 -2.660 0.393  0.206
H: 2.194 -2.573 -1.106  0.244
H: 1.433 -1.784 -0.098  0.148
C: -1.888 1.196 0.938  -0.986
C: -1.147 1.301 -0.361  -0.491
S: 0.492 0.332 -0.245  -0.716
H: -1.207 1.471 1.737  0.270
H: -2.234 0.162 1.109  0.252
H: -2.870 1.687 0.914  0.311
H: -0.745 2.319 -0.376  0.193
H: -1.626 0.850 -1.221  0.275

---

| no. | LUMO energy (eV) | strongest force on any atom (Eh/bohr) |
| --- | --- | --- |
| 1 | 0.5 | 0.0809 |
| 2 | 4.4 | 0.0519 |